{
  "formula": "C20H28N4OSSbSe4TeW",
  "method": "the ωB97M-V functional and the def2-TZVPD basis",
  "symbols": ["W", "Se", "Sb", "Se", "Se", "Se", "C", "Te", "C", "C", "C", "C", "C", "C", "C", "H", "H", "H", "H", "H", "H", "H", "H", "C", "N", "C", "C", "C", "N", "C", "C", "O", "H", "H", "H", "H", "H", "H", "H", "H", "H", "H", "H", "H", "C", "C", "C", "C", "N", "C", "S", "N", "C", "H", "H", "H", "H", "H", "H", "H", "H"],
  "coordinates": [[-0.317, 0.593, 1.266], [-4.719, 2.623, 1.215], [-3.066, 1.872, 2.745], [-2.353, -0.543, 1.733], [-0.811, 2.936, 1.788], [0.907, -0.102, 3.016], [2.665, -1.686, 0.287], [0.631, -1.548, -0.344], [0.288, -3.243, 0.892], [1.648, -3.757, 1.293], [1.771, -4.970, 1.967], [3.016, -5.437, 2.346], [4.155, -4.695, 2.053], [4.040, -3.490, 1.383], [2.788, -3.011, 1.003], [2.877, -0.842, 0.947], [3.305, -1.617, -0.591], [-0.282, -3.986, 0.332], [-0.304, -2.917, 1.748], [0.884, -5.549, 2.193], [3.103, -6.381, 2.866], [5.130, -5.060, 2.343], [4.926, -2.913, 1.150], [2.565, 2.837, 2.018], [2.226, 3.327, 0.689], [2.482, 4.741, 0.423], [2.822, 4.958, -1.035], [1.749, 4.317, -1.884], [1.560, 2.920, -1.505], [1.249, 2.010, -2.597], [1.704, 2.506, -0.237], [1.368, 1.296, 0.077], [3.460, 3.359, 2.351], [2.772, 1.775, 1.972], [1.756, 3.012, 2.730], [3.310, 5.047, 1.060], [1.608, 5.332, 0.712], [3.795, 4.517, -1.261], [2.875, 6.024, -1.251], [2.019, 4.338, -2.939], [0.799, 4.848, -1.775], [2.029, 2.097, -3.356], [0.289, 2.263, -3.044], [1.206, 0.990, -2.233], [-6.434, 0.322, -1.218], [-5.108, -0.343, -1.324], [-4.901, -1.691, -1.461], [-3.585, -2.166, -1.453], [-2.535, -1.353, -1.366], [-2.745, -0.042, -1.260], [-1.485, 1.103, -1.152], [-4.013, 0.442, -1.242], [-3.300, -3.631, -1.502], [-7.232, -0.369, -1.475], [-6.483, 1.190, -1.874], [-6.575, 0.676, -0.195], [-5.739, -2.366, -1.546], [-4.122, 1.436, -0.993], [-3.192, -4.001, -0.479], [-2.366, -3.815, -2.031], [-4.110, -4.183, -1.973]],
  "relative_energy_kj_mol": 0.0,
  "total_energy_ha": -11652.40743,
  "orbital_gap_ev": [6.1247, 6.1263],
  "charge": 1,
  "max_force_ev_per_a": 0.48,
  "lumo_energy_ev": [-4.1, -4.1]
}